Record 1
Computed, not measured: a structure of composition C55H46BClGaN4OP2S, with ωB97M-V with the def2-TZVPD basis set.

```
112
Properties=species:S:1:pos:R:3:lowdin_charge:R:1
C -3.16485 -1.47543 -3.87686 -0.06
C 3.37521 -3.81387 -1.70298 0.00
C -1.79148 0.15178 3.49257 -0.11
C 4.71296 0.24315 2.81862 -0.07
C 4.77624 -0.49481 0.20697 -0.05
P 0.59177 0.95050 2.38879 1.08
H 3.93718 1.50404 5.86782 0.12
C 4.90803 0.67008 4.14756 -0.14
C 7.05500 0.00251 3.24755 -0.09
C -2.15714 1.07618 -4.31949 -0.08
C 0.11147 -0.69734 4.68142 -0.09
H -0.31854 -2.02916 6.30155 0.11
N -1.16296 -2.85144 0.70631 -0.04
Ga -0.81802 0.11716 0.00102 0.44
H 3.30704 -2.77574 0.17719 0.11
C -0.30245 3.25723 3.77916 -0.11
H -1.63834 -3.20161 -1.46787 0.07
H -3.54091 -2.47561 -3.70088 0.11
H -0.95264 5.03892 4.77756 0.11
H -2.22196 0.75982 2.70377 0.05
C 1.18190 -0.53211 -3.37308 -0.28
Cl -2.43501 2.79747 1.14379 0.61
C -4.91346 -0.56780 -0.74868 -0.02
C 1.77739 2.52179 -3.50396 -0.09
C 2.92748 -3.87775 -5.45663 -0.09
H 4.54246 -4.78958 -4.26337 0.12
H 3.85446 -4.68603 -1.27725 0.12
C 1.62912 -1.59782 -5.54521 0.01
H -4.99121 -2.81175 -0.73130 0.13
H 1.47503 5.62527 1.29880 0.11
C -3.81529 -0.61576 -4.75648 -0.07
C -0.73720 -1.41209 5.51686 -0.07
H 1.56539 5.85179 -4.08629 0.11
C 3.84163 1.13564 4.85424 0.01
C 2.42667 -1.59337 -1.35167 -0.30
C 2.58960 1.15777 4.21388 -0.08
H 1.75618 1.57331 4.76897 0.11
C 3.46864 -4.61179 -4.19798 -0.09
C -0.40512 0.10288 3.66681 -0.37
C -1.51743 0.23490 -3.41476 -0.35
H -3.70926 -0.49937 4.18218 0.11
H -0.81143 2.59621 4.47015 0.11
H 1.41050 -1.38267 1.88110 0.05
H 0.41475 0.13995 -5.23177 0.12
C 1.26570 4.85665 -3.78394 -0.07
C -0.39214 3.35869 -2.90216 -0.11
C -3.30609 0.65242 -4.98096 -0.07
C 2.30184 -2.60776 -4.92414 -0.14
H -3.79567 1.31822 -5.67976 0.11
C -0.00979 4.63527 -3.28812 -0.07
N -0.34174 -1.76968 0.75198 0.00
H 2.19241 -4.47933 -5.99162 0.12
H 1.47790 -1.58246 -6.61707 0.12
C -0.71170 -3.79239 1.53028 -0.04
C 3.14565 -3.69206 -3.04223 -0.14
C -0.38577 4.63343 3.94951 -0.07
H 2.48058 1.70667 -3.58451 0.10
H -2.85541 -4.07209 -0.12242 0.09
C 3.46468 0.22817 2.15560 -0.12
C 1.04892 -0.59121 -4.74259 -0.05
N -2.70846 -0.59498 -0.34462 -0.01
C -2.11108 -1.34256 5.34620 -0.07
S 2.15939 -0.18488 -0.29501 0.90
C -2.63859 -0.55693 4.32989 -0.06
H 3.72564 -3.65224 -6.16453 0.12
C 3.03141 -2.72898 -0.86884 -0.07
C 6.36888 0.56833 4.51721 -0.09
H 4.79836 -0.75661 -0.84265 0.12
H 2.99615 -5.58524 -4.06358 0.12
C 0.62563 -2.07489 1.63223 -0.19
H -4.70834 -0.94041 -5.27452 0.11
H 1.04618 -3.84659 2.88342 0.11
H -3.69701 1.26563 -0.52265 0.07
H -1.76357 2.05837 -4.53519 0.10
C 5.94645 -0.11211 2.22935 -0.14
C 0.42440 2.73239 2.71842 -0.40
H 0.17789 6.55636 3.19049 0.11
C 2.35010 0.71371 2.92614 -0.26
C -1.36547 2.03707 -0.07255 -0.69
N -3.15567 -1.86953 -0.41265 -0.05
C -4.46471 -1.87530 -0.64993 -0.06
H 1.63260 3.18582 0.98921 0.11
H 7.85712 0.64801 2.88979 0.12
H -0.45966 2.63917 -0.11257 0.00
B -2.21556 -3.09262 -0.40599 -0.40
C 2.01021 -1.49979 -2.72051 -0.12
C -2.02767 -1.04792 -3.21759 -0.12
C 3.56279 -0.20363 0.78772 -0.30
H 7.49810 -0.97710 3.43231 0.12
H -1.39246 3.21566 -2.52237 0.09
H 3.15015 3.96208 -4.28424 0.11
C 0.24969 5.48462 3.05891 -0.07
C 2.15441 3.79676 -3.89423 -0.06
H -1.52444 -1.73524 -2.54952 0.06
O 2.32316 1.05074 -1.14266 -0.50
H 1.18099 -0.78263 4.82298 0.10
C 0.49674 2.28608 -3.00326 -0.33
C -3.77852 0.19671 -0.54927 -0.12
H -1.23450 -4.73103 1.60662 0.13
C 2.47709 -2.54970 -3.52731 -0.08
P 0.03355 0.59478 -2.49374 1.11
C 0.97784 4.96264 1.99530 -0.06
H -1.87954 2.13282 -1.02482 -0.03
H -2.76878 -1.90137 5.99899 0.11
H 6.76454 1.54836 4.78572 0.12
C 5.98980 -0.46197 0.91313 0.01
H -0.71271 5.45363 -3.20276 0.11
H 6.51217 -0.07757 5.38358 0.12
H 6.91641 -0.70403 0.40854 0.12
C 0.44094 -3.33946 2.15284 -0.01
C 1.06578 3.59073 1.82437 -0.11
H -5.91597 -0.22267 -0.92901 0.11
```

**Net charge**: +1
**HOMO**: -0.375 hartree
**ΔE to the lowest compared entry with this formula, charge and spin**: 0.0 kJ/mol
**E_tot**: -5908.35130 hartree

---

Record 2
Computed, not measured: an isolated molecule of C3H6ClNO4 at a distorted geometry, with ωB97M-V with the def2-TZVPD basis set.

```
15
Properties=species:S:1:pos:R:3:lowdin_charge:R:1
H -0.13316 -2.33544 -0.00814 0.08
Cl -2.54729 -1.42101 -0.59242 0.78
H 2.86798 -0.46569 -1.51293 0.08
H 0.21797 0.13760 1.28231 0.14
C -1.63208 -0.17251 0.10704 -0.53
H 2.73586 -1.11511 0.17137 0.07
O -3.17990 1.44455 -0.30132 -0.01
C 2.54368 -0.27918 -0.49952 0.02
H -1.65034 2.86891 0.43377 0.14
O -1.18082 2.01552 0.49517 0.07
O 0.99524 -0.13720 -0.65285 -0.18
N -2.07003 1.04580 0.02873 -0.37
H 2.92302 0.65100 -0.08292 0.07
C 0.00044 -0.45807 0.38522 -0.36
O 0.10944 -1.77918 0.74648 -0.02
```

**SMILES**: CO[C@H](O)/C(Cl)=[N+](/[O-])O
**HOMO**: -0.336 hartree
**ΔE to the lowest compared entry with this formula, charge and spin**: 372.8 kJ/mol
**E_tot**: -933.63992 hartree

---

Record 3
Computed, not measured: a cluster of 2 separate species, C21H21Cl2Si in total at a distorted geometry, with ωB97M-V with the def2-TZVPD basis set.

```
45
Properties=species:S:1:pos:R:3:lowdin_charge:R:1
H 1.53409 2.60399 -0.56094 0.09
Cl -4.95719 2.40569 0.19918 0.70
H 0.68147 0.59812 2.63496 0.13
H 5.18092 1.35692 2.57790 0.11
H -2.53442 3.08923 -1.14097 0.11
C -3.87857 -2.44423 -1.86577 -0.04
H -3.78927 1.50312 2.64142 0.11
C -3.31613 2.19827 0.66285 -0.69
C -2.29554 2.56518 -0.21972 -0.08
C 4.37904 1.58554 1.88119 -0.08
C -1.20740 -2.08513 -1.10856 -0.30
H -4.32848 -0.83425 -0.50007 0.11
H 2.63065 -0.96809 -1.77202 0.05
H -0.19661 2.49576 -0.63907 0.09
C 4.68091 2.21168 0.66152 -0.68
H 1.29314 -4.26236 -0.44915 0.06
C -0.64874 1.64091 1.30021 -0.22
C 3.64947 2.61177 -0.19779 -0.09
H -1.93494 -0.56454 0.22624 0.08
H -3.13343 -4.00823 -3.16472 0.12
C 3.05973 1.27864 2.17665 -0.04
C -0.96699 2.24446 0.08100 -0.03
Cl 6.30896 2.55661 0.24499 0.71
H 2.81641 0.74943 3.09739 0.12
C -3.54493 -1.46385 -0.92138 -0.05
H 0.69165 -3.61161 1.10371 0.05
C -1.54059 -3.06707 -2.06552 -0.09
C -2.88057 -3.24275 -2.43179 -0.06
H -4.92156 -2.58781 -2.16153 0.12
C -2.21813 -1.29914 -0.52647 -0.07
H 1.64078 -1.91377 -2.93490 0.06
H 3.87041 3.17642 -1.10534 0.11
C 0.68422 0.99035 1.60153 -0.10
H 2.32223 -3.18281 0.54828 0.05
C 2.01941 1.64136 1.31353 -0.21
C -1.67246 1.38025 2.21741 -0.04
C -2.99597 1.67886 1.92329 -0.09
C 1.60490 -1.19287 -2.10419 -0.15
H 0.71896 0.13742 0.96422 0.06
C 2.32245 2.30899 0.12264 -0.03
H -1.41613 0.96059 3.18720 0.12
Si 0.58213 -1.93064 -0.72454 0.98
H 1.16683 -0.25073 -2.47069 0.05
C 1.29320 -3.38162 0.20968 -0.15
H -0.75393 -3.67803 -2.51188 0.11
```

**Net charge**: +1
**HOMO**: -0.424 hartree
**E_tot**: -2022.43175 hartree

---

Record 4
Computed, not measured: a cluster of 4 separate species, C18H29F3IO14P in total at a distorted geometry, with ωB97M-V with the def2-TZVPD basis set.

```
66
Properties=species:S:1:pos:R:3:lowdin_charge:R:1
H -3.47842 1.51486 0.49903 0.11
C -1.75555 5.30839 -7.41253 -0.02
O -0.62217 5.58338 -5.27177 0.08
C 4.08667 -1.43823 0.98124 -0.56
O -0.53868 0.20070 5.34036 0.09
O 3.84408 -2.20090 2.07878 0.08
H 0.24430 6.02058 -7.07793 0.16
H -1.58627 5.47348 -8.47644 0.09
H 1.95113 0.50510 0.78129 0.11
O -0.34655 -3.30106 0.28399 -0.24
O 1.00355 4.04899 -5.39053 0.01
C 0.21023 3.91860 -6.57489 -0.10
H 5.59687 -3.69796 0.61631 0.14
H -2.39580 6.10310 -7.03175 0.09
H -2.30209 4.37022 -7.30283 0.08
O -1.00813 -1.68706 -1.50070 -0.13
H -0.26537 -2.68553 3.92004 0.14
C 0.19453 0.41628 4.21996 -0.54
I 0.00369 1.63120 -2.88788 0.84
O 4.36386 -2.21610 -0.09638 0.07
O 4.05462 -0.25124 0.96401 0.16
O 0.66444 5.17164 -3.46378 0.14
H 4.22826 -4.28001 -0.35921 0.14
H 5.12721 -4.73377 2.69056 0.08
H -1.96561 -2.55332 6.60689 0.09
H -0.14722 1.95819 1.01458 0.12
C -4.89994 -0.56917 -0.64642 -0.64
O -3.53728 0.64162 0.90511 0.02
O 0.55568 1.48069 3.83922 0.18
H 3.76906 -4.19950 3.66799 0.09
F -5.55223 0.56586 -0.67605 0.18
H -2.91298 -2.45431 -0.08493 0.13
P -0.46338 -1.88348 0.00342 0.35
C -0.44085 5.27482 -6.66439 -0.33
C -2.88870 -1.57482 0.55917 -0.14
H 0.83350 3.68387 -7.43536 0.14
O -1.55215 -1.24156 0.99098 -0.15
C 0.07152 -1.81180 4.47511 -0.08
H 0.69454 -0.00335 1.86375 0.08
C 0.37794 4.95560 -4.59370 -0.60
H 0.60923 3.12176 -0.72772 0.04
O 0.91758 -1.11786 0.07929 -0.14
H 0.93970 -2.08181 5.08097 0.14
H -0.89972 0.92890 -0.17983 0.05
H -0.32531 -2.11463 7.07992 0.08
F -4.83723 -1.05923 -1.87956 0.16
H -3.52644 -1.78964 1.41473 0.14
H 3.55770 -5.51282 2.49758 0.09
C -3.46545 -0.33008 -0.11755 -0.25
H -2.84703 -0.01200 -0.96101 0.14
C -1.25188 -1.73100 6.64941 -0.02
H -0.29692 -1.99118 -2.08534 0.09
C -1.02524 -1.15368 5.26977 -0.32
H 2.60735 -3.67044 1.35412 0.15
H -1.96587 -1.13346 4.71253 0.16
C 0.91252 0.14796 0.81030 -0.18
C 4.53782 -3.55285 0.38832 -0.09
C 4.05003 -4.55761 2.67813 -0.02
C 0.76995 2.06604 -0.91517 -0.57
C 0.06570 1.25902 0.20101 -0.26
C 3.66345 -3.55296 1.61504 -0.32
F -5.56323 -1.44476 0.08700 0.17
O 0.46096 -0.75973 3.58189 0.01
H -1.63389 -0.96949 7.32810 0.09
H 1.83685 1.85864 -0.89916 0.05
H -0.50699 3.10892 -6.41712 0.13
```

**SMILES**: O=[P@](O)(OCCCI)OC[C@H](O)C(F)(F)F.C[C@@H]1COC(=O)O1.C[C@@H]1COC(=O)O1.C[C@@H]1COC(=O)O1
**HOMO**: -0.334 hartree
**E_tot**: -2695.45379 hartree

---

Record 5
Computed, not measured: an isolated molecule of C13H19N5O2 at a distorted geometry, with ωB97M-V with the def2-TZVPD basis set.

```
39
Properties=species:S:1:pos:R:3:lowdin_charge:R:1
O 1.16873 1.72011 -2.99239 0.08
H 1.01173 -3.53823 2.18578 0.12
C 3.10302 -1.89940 2.85306 -0.19
H -1.65431 0.83425 1.33816 0.13
C 0.73867 -2.65705 2.76753 -0.18
C -1.60940 1.02597 0.28492 -0.12
H 2.38611 -0.36031 -0.67414 0.12
H 2.13534 -3.12135 4.35056 0.11
H 1.59742 -1.43921 4.32210 0.11
H 3.92693 -1.57586 3.49103 0.11
C -2.20066 1.39694 -1.70833 -0.23
H 3.43160 -2.76385 2.27487 0.12
C -0.81047 1.40669 -1.69627 -0.07
H 3.58765 -0.53281 1.25324 0.12
N -2.68098 1.15912 -0.46903 0.15
C 0.45256 -1.50447 1.80780 -0.21
H 0.11505 -0.63076 2.39591 0.11
C -4.37319 1.59161 -2.79239 -0.01
H -0.43444 2.05131 -4.84658 0.17
O -2.85132 2.05759 -5.06924 0.08
C 0.89597 1.02783 0.07814 -0.09
H 1.51227 1.73369 -0.48036 0.12
H 0.92750 1.28212 1.13943 0.12
N 1.64326 -1.21261 1.03667 -0.19
H -0.34876 -1.78195 1.11815 0.12
H -0.15984 -2.88618 3.34282 0.11
H -4.72839 2.35595 -2.10167 0.10
H -4.74124 1.78816 -3.79720 0.09
C -0.03753 1.66285 -2.87443 -0.40
H 0.73031 -0.95313 -0.78654 0.13
C 1.43501 -0.41867 -0.14180 -0.15
H -4.71674 0.61718 -2.44624 0.10
C 2.73218 -0.77649 1.88717 -0.20
N -0.45486 1.17105 -0.38844 -0.02
N -2.92813 1.61074 -2.84037 0.00
H 2.47023 0.12592 2.46998 0.12
C -2.27337 1.85631 -4.02625 -0.47
C 1.89091 -2.28466 3.69430 -0.21
N -0.88882 1.86159 -3.95993 0.21
```

**SMILES**: Cn1c(=O)[nH]c(=O)c2c1ncn2CCN1CCCCC1
**HOMO**: -0.309 hartree
**ΔE to the lowest compared entry with this formula, charge and spin**: 0.0 kJ/mol
**E_tot**: -931.10382 hartree

---

Record 6
Computed, not measured: a structure of composition C2H7NO2 at a distorted geometry, with ωB97M-V with the def2-TZVPD basis set.

```
12
Properties=species:S:1:pos:R:3:lowdin_charge:R:1
O -2.17487 0.10304 0.29024 -0.11
H -0.28552 -1.41677 0.67910 0.07
C 0.78591 0.19077 -0.19058 -0.36
H -0.73649 -0.01969 -1.36324 0.13
O -1.25692 0.79116 -0.59199 -0.27
H 0.88009 -0.60717 1.75808 0.09
H -2.58274 0.86519 0.72894 0.09
C 0.70113 -0.95940 0.74094 -0.07
N 1.52059 1.18425 -0.15772 0.13
H 1.46176 -1.69373 0.47125 0.09
H 0.27651 -0.33628 -1.49565 0.14
H 1.41055 1.89863 -0.86938 0.08
```

**HOMO**: -0.341 hartree
**ΔE to the lowest compared entry with this formula, charge and spin**: 716.8 kJ/mol
**E_tot**: -285.39878 hartree

---

Among the records above, which one has the lowest E_tot?
C55H46BClGaN4OP2S

---

Which of these has the highest E_tot?
C2H7NO2

---

Number 6 is which compound?
C2H7NO2